This record from OMol25 describes C4H4N2O in the gas phase. The level of theory is wB97M-V/def2-TZVPD.

Calculated values
HOMO energy (spin up / spin down): -8.77 / -8.77 eV
Energy above the lowest of the compared OMol25 structures with the same formula, charge and spin: 127.2 kcal/mol
E: -9234.970 eV
Multiplicity: 1
HOMO-LUMO gap (spin up / spin down): 8.278 / 8.279 eV
E_LUMO (spin up / spin down): -0.5 / -0.5 eV

Each line ends with the Mulliken charge.
CARTESIAN COORDINATES (ANGSTROEM)
C: -1.0729 0.5999 0.6119  -0.203
O: 0.4106 1.5398 -0.7955  -0.106
C: -0.7698 -0.7361 0.1490  -0.197
H: -1.8934 0.7678 1.3068  0.402
H: 0.8321 -1.9542 -0.7030  0.402
C: 0.5063 -1.0344 -0.2308  -0.229
H: 1.2145 0.2778 1.2083  0.294
N: 1.5313 -0.1547 0.3333  -0.327
H: -1.5641 -1.4753 0.1203  0.375
N: -0.4996 1.7085 0.2531  -0.402
C: 1.2636 0.4812 -0.8588  -0.009

---

This record from OMol25 describes a molecular structure, C4H4N2O. The level of theory is wB97M-V/def2-TZVPD.

Calculated values
HOMO energy: -8.88 eV
Energy above the lowest of the compared OMol25 structures with the same formula, charge and spin: 109.1 kcal/mol
E: -9235.758 eV
Multiplicity: 1
HOMO-LUMO gap: 8.315 eV
E_LUMO: -0.6 eV

Each line ends with the Mulliken charge.
CARTESIAN COORDINATES (ANGSTROEM)
H: -2.3493 1.7971 -0.7203  0.327
C: -1.4752 1.1462 -0.5308  0.155
C: -1.7056 -0.0816 0.2419  -0.242
N: 2.8698 -0.3320 0.4233  -0.630
C: 1.6722 -0.6052 0.2251  0.463
O: -0.3690 1.4275 -0.9562  -0.483
C: 0.4360 -0.8666 -0.1455  -0.100
H: 1.2487 -1.8284 0.3481  0.196
H: 3.1144 0.5799 0.0414  0.282
N: -0.7610 -0.9433 0.4000  -0.344
H: -2.6810 -0.2934 0.6731  0.377